1.
DFT (the ωB97M-V functional and the def2-TZVPD basis) results for a cluster of 9 separate species, C24H33Cl8N5 in total in a non-equilibrium geometry.

Output
highest occupied orbital energy = -0.3034 Eh
total charge = 0
multiplicity = 1
gap between HOMO and LUMO = 0.31909 hartree
SMILES = c1cc[nH]c1.c1cc[nH]c1.c1cc[nH]c1.c1cc[nH]c1.c1cc[nH]c1.ClCCl.ClCCl.ClCCl.ClCCl

CARTESIAN COORDINATES (ANGSTROEM)
C 2.687 3.923 -0.820
C 2.866 4.258 -2.193
C 2.368 3.283 -3.008
N 1.883 2.332 -2.147
C 2.077 2.686 -0.831
H 2.981 4.517 0.023
H 3.263 5.201 -2.493
H 2.229 3.234 -4.085
H 1.495 1.443 -2.471
H 1.715 1.962 -0.102
C -3.121 3.424 0.192
C -2.680 3.888 1.457
C -1.304 3.999 1.346
N -0.976 3.834 0.035
C -2.047 3.497 -0.690
H -4.110 3.219 -0.175
H -3.269 4.084 2.339
H -0.597 4.265 2.102
H -0.029 3.926 -0.322
H -2.062 3.281 -1.762
C 0.320 -1.030 1.489
C -0.309 -0.217 2.472
C -1.065 0.692 1.813
N -1.166 0.285 0.514
C -0.285 -0.748 0.289
H 1.067 -1.775 1.625
H -0.131 -0.210 3.538
H -1.684 1.484 2.138
H -1.594 0.821 -0.211
H -0.207 -1.274 -0.646
C 2.156 -0.898 -2.314
C 1.360 -0.513 -3.437
C 2.183 -0.058 -4.431
N 3.469 -0.287 -3.997
C 3.469 -0.733 -2.704
H 1.760 -1.290 -1.387
H 0.295 -0.496 -3.547
H 1.920 0.226 -5.465
H 4.252 0.299 -4.331
H 4.364 -1.011 -2.179
C -4.625 -2.270 2.785
C -4.724 -2.009 1.359
C -3.476 -2.206 0.877
N -2.645 -2.494 1.918
C -3.330 -2.559 3.085
H -5.456 -2.253 3.460
H -5.698 -1.962 0.827
H -3.159 -2.346 -0.126
H -1.669 -2.633 1.894
H -2.829 -2.951 3.941
Cl 4.583 1.453 1.598
C 3.727 0.078 0.884
Cl 4.311 -1.443 1.471
H 2.660 0.150 1.128
H 3.890 0.118 -0.188
Cl -1.173 -5.451 -0.042
C -0.370 -5.053 -1.543
Cl 1.366 -5.262 -1.470
H -0.740 -5.712 -2.300
H -0.584 -3.999 -1.761
Cl 1.994 -3.273 4.418
C 3.374 -2.907 5.413
Cl 3.003 -2.651 7.127
H 4.059 -3.755 5.361
H 3.817 -1.995 4.989
Cl -2.388 0.057 -2.537
C -4.061 -0.036 -1.986
Cl -5.103 -0.198 -3.403
H -4.142 -0.858 -1.312
H -4.152 0.895 -1.492

2.
DFT (the ωB97M-V functional and the def2-TZVPD basis) results for a cluster of 4 separate species, C24H33F2N2O13P2 in total in a non-equilibrium geometry.

Output
highest occupied orbital energy = -0.4008 Eh
total charge = +1
multiplicity = 1
gap between HOMO and LUMO = 0.20204 hartree

CARTESIAN COORDINATES (ANGSTROEM)
C 1.832 -4.021 3.771
P 0.272 -3.736 2.736
C -0.323 -1.943 2.768
C 0.420 -4.420 0.990
C 0.775 -3.622 -0.305
C 1.015 -2.046 -0.244
O 2.036 -1.475 0.218
O -0.037 -1.240 -0.804
C 0.517 -0.096 -1.526
C -0.593 0.531 -2.544
C -0.086 1.832 -3.363
F 0.715 1.330 -4.491
C 0.887 -4.402 -1.652
F 1.171 -3.759 -2.876
C 0.631 -5.932 -1.632
N 0.297 -6.689 -0.429
P 0.053 -8.465 -0.529
O 1.280 -9.119 0.141
C 0.186 -5.979 0.828
O -0.133 -6.779 1.990
C -1.573 -6.905 2.001
N -2.648 -7.466 2.103
H 1.711 -5.063 4.269
H 1.984 -3.279 4.625
H 2.717 -4.118 3.053
H -1.012 -1.773 1.867
H -0.752 -1.595 3.770
H 0.616 -1.281 2.581
H 0.709 0.721 -0.737
H 1.484 -0.307 -2.098
H -0.907 -0.243 -3.350
H -1.555 0.795 -1.953
H 0.609 2.473 -2.691
H -0.959 2.451 -3.809
H 0.688 -6.517 -2.611
H -0.115 -8.794 -1.912
H -1.106 -8.912 0.180
C 6.069 3.650 -1.688
C 4.756 3.245 -2.322
C 3.933 4.406 -2.795
O 2.606 3.899 -2.697
C 2.623 2.947 -1.726
O 1.635 2.448 -1.248
O 3.895 2.633 -1.364
H 6.669 4.257 -2.370
H 5.904 4.211 -0.764
H 6.646 2.763 -1.415
H 4.933 2.526 -3.129
H 4.164 4.686 -3.824
H 4.017 5.291 -2.158
C -6.193 1.422 0.045
C -4.820 1.221 0.649
C -3.699 1.444 -0.320
O -2.677 0.599 0.196
C -3.304 -0.405 0.870
O -2.756 -1.399 1.269
O -4.627 -0.139 1.033
H -6.293 2.418 -0.392
H -6.398 0.672 -0.724
H -6.963 1.301 0.812
H -4.705 1.845 1.542
H -3.368 2.484 -0.339
H -3.933 1.126 -1.342
C 0.917 4.542 2.468
C -0.397 4.263 1.770
C -1.128 5.503 1.345
O -2.487 5.082 1.371
C -2.566 4.073 2.282
O -3.595 3.614 2.698
O -1.327 3.653 2.662
H 1.577 5.148 1.843
H 0.756 5.057 3.419
H 1.425 3.604 2.702
H -0.239 3.583 0.926
H -0.844 5.828 0.342
H -1.009 6.341 2.038

3.
DFT (the ωB97M-V functional and the def2-TZVPD basis) results for a structure of composition C24H33GeN8O5RhS2Se in a non-equilibrium geometry.

Output
highest occupied orbital energy = -0.2644 Eh
total charge = 0
multiplicity = 1
gap between HOMO and LUMO = 0.18565 hartree

CARTESIAN COORDINATES (ANGSTROEM)
Rh 0.093 -0.320 1.061
C -4.595 0.443 -2.471
C -4.582 0.963 -1.044
N -3.313 1.572 -0.630
C -2.194 0.874 -0.351
S -1.057 1.662 0.715
N -2.043 -0.305 -0.938
N -0.930 -0.954 -0.514
C -0.627 -2.114 -1.005
C -1.356 -2.712 -2.157
C 0.465 -2.822 -0.289
C 1.027 -4.010 -0.726
C 2.062 -4.577 0.009
C 2.500 -3.956 1.164
C 1.885 -2.778 1.557
N 0.898 -2.237 0.853
H -5.596 0.084 -2.712
H -3.893 -0.375 -2.597
H -4.336 1.237 -3.172
H -4.839 0.167 -0.340
H -5.328 1.750 -0.943
H -3.396 2.402 -0.064
H -1.782 -1.920 -2.768
H -2.177 -3.346 -1.813
H -0.690 -3.321 -2.765
H 0.676 -4.477 -1.633
H 2.522 -5.496 -0.327
H 3.303 -4.366 1.760
H 2.175 -2.249 2.457
O 8.151 1.617 2.809
S 9.076 1.462 1.706
O 10.253 0.675 1.989
O 9.293 2.657 0.914
C 8.146 0.456 0.516
N 8.812 -0.164 -0.464
C 8.102 -0.804 -1.372
C 6.710 -0.847 -1.357
C 6.120 -0.178 -0.300
N 6.822 0.457 0.626
C 4.643 -0.095 -0.097
C 4.158 0.482 1.073
C 2.800 0.620 1.254
N 1.912 0.205 0.333
C 2.375 -0.361 -0.793
C 3.716 -0.523 -1.046
H 8.658 -1.312 -2.154
H 6.157 -1.376 -2.118
H 4.861 0.835 1.817
H 2.402 1.087 2.141
H 1.630 -0.664 -1.517
H 4.025 -0.957 -1.985
O 0.656 -0.052 3.014
N -0.433 -0.435 3.531
O -1.244 -0.768 2.644
C -0.769 5.331 2.295
Ge -0.260 6.100 0.578
C -0.138 8.044 0.716
C -1.515 5.559 -0.820
C 1.536 5.461 0.103
Se 1.719 3.515 0.089
C 1.194 3.203 -1.755
H -1.744 5.708 2.605
H -0.042 5.601 3.061
H -0.821 4.245 2.235
H -1.115 8.486 0.915
H 0.252 8.477 -0.205
H 0.529 8.315 1.534
H -2.507 5.966 -0.619
H -1.592 4.471 -0.856
H -1.195 5.920 -1.798
H 2.249 5.833 0.839
H 1.855 5.826 -0.873
H 0.347 3.837 -2.007
H 0.897 2.159 -1.839
H 2.029 3.410 -2.419

4.
DFT (the ωB97M-V functional and the def2-TZVPD basis) results for a structure of composition C24H33IrNO3 in a non-equilibrium geometry.

Output
highest occupied orbital energy (alpha / beta) = -0.1571 / -0.2933 Eh
total charge = 0
multiplicity = 6
gap between HOMO and LUMO (alpha / beta) = 0.16939 / 0.21144 hartree
⟨S²⟩ = 8.79

CARTESIAN COORDINATES (ANGSTROEM)
O 3.822 -0.472 -4.024
C 3.551 -1.000 -5.384
C 4.802 -0.444 -6.026
H 2.631 -0.566 -5.790
H 3.500 -2.097 -5.383
C 5.079 0.027 -4.584
H 4.593 0.360 -6.733
H 5.514 -1.179 -6.410
C 5.189 1.534 -4.506
H 4.218 2.003 -4.710
H 5.925 1.883 -5.247
H 5.531 1.829 -3.506
C 6.274 -0.720 -4.012
H 6.059 -1.795 -3.988
H 6.495 -0.366 -3.001
H 7.161 -0.561 -4.641
Ir 1.096 -0.232 -0.058
C 0.863 -1.751 1.355
C -0.067 -2.062 0.310
C 0.672 -2.285 -0.890
H -1.150 -2.099 0.395
C 2.066 -2.072 -0.628
C 2.194 -1.711 0.757
H 3.127 -1.501 1.285
H 0.611 -1.551 2.394
H 0.242 -2.583 -1.841
H 2.872 -2.198 -1.349
C 0.755 1.635 1.459
C 1.972 0.897 1.440
C 2.609 1.086 0.121
H 2.446 0.415 2.286
C 1.715 1.940 -0.618
C 0.592 2.269 0.197
H -0.203 2.950 -0.072
H 0.080 1.736 2.311
H 3.593 0.741 -0.174
H 1.921 2.334 -1.605
O 1.630 1.450 -4.741
C 1.408 0.773 -3.484
C 0.887 -0.631 -3.738
H 0.650 1.325 -2.897
H 2.328 0.775 -2.886
C 0.176 -0.491 -5.095
H 0.187 -0.931 -2.960
H 1.716 -1.343 -3.741
C 0.601 0.895 -5.616
H -0.907 -0.523 -4.921
H 0.426 -1.287 -5.801
H -0.273 1.570 -5.602
H 0.969 0.890 -6.646
O -0.823 0.182 -1.122
N -1.953 0.685 -0.550
C -2.250 0.476 0.757
C -3.433 0.988 1.282
C -4.305 1.705 0.467
C -3.941 1.946 -0.861
C -2.745 1.450 -1.352
H -1.535 -0.057 1.386
H -3.624 0.820 2.337
H -5.238 2.095 0.868
H -4.568 2.536 -1.526
H -2.373 1.634 -2.360

5.
DFT (the ωB97M-V functional and the def2-TZVPD basis) results for a structure of composition C24H33N2O4P2PrS2 in a non-equilibrium geometry.

Output
highest occupied orbital energy (alpha / beta) = -0.2214 / -0.2210 Eh
total charge = 0
multiplicity = 3
gap between HOMO and LUMO (alpha / beta) = 0.16539 / 0.16537 hartree
⟨S²⟩ = 2.01

CARTESIAN COORDINATES (ANGSTROEM)
C 2.370 -2.390 3.513
C 2.062 -1.432 2.512
N 0.780 -1.434 1.990
C -0.130 -2.355 2.356
C 0.139 -3.272 3.367
C 1.411 -3.288 3.955
C 3.075 -0.590 1.991
P 2.881 0.777 0.881
Pr 0.020 0.436 0.612
P -1.306 -2.225 -0.227
C -1.483 -2.349 1.621
C 0.586 0.613 -3.134
C 0.680 1.998 -3.219
C 0.316 2.608 -4.439
C -0.130 1.808 -5.502
C -0.251 0.411 -5.360
C 0.106 -0.197 -4.144
O 5.772 -3.624 0.565
O 1.980 -2.846 -2.111
H 3.421 -2.444 3.803
H -0.672 -3.919 3.699
H 1.641 -4.008 4.739
C 3.297 2.237 1.926
C 4.330 0.671 -0.233
H -1.976 -3.309 1.828
H -2.139 -1.529 1.976
H 6.421 -3.629 -0.139
H 4.063 -0.759 2.419
C -3.086 -2.367 -0.700
C -0.779 -3.953 -0.579
H 1.008 2.594 -2.357
H 0.363 3.699 -4.540
H -0.416 2.258 -6.451
H -0.607 -0.218 -6.175
H 0.034 -1.281 -3.983
H 0.511 -0.039 -1.264
H 2.478 -2.334 -1.394
H 1.200 -3.073 -1.528
H 5.156 -4.346 0.347
H 1.040 -0.036 -2.018
H 4.391 2.335 1.979
H 2.851 3.152 1.511
H 2.884 2.073 2.930
H 5.240 0.957 0.315
H 4.425 -0.357 -0.613
H 4.177 1.354 -1.082
H -1.536 -4.656 -0.235
H -0.634 -4.079 -1.655
H 0.166 -4.164 -0.074
H -3.488 -3.343 -0.385
H -3.653 -1.544 -0.238
H -3.152 -2.280 -1.796
O -3.197 1.153 3.361
S -3.243 1.272 1.930
O -3.824 0.187 1.172
N -1.714 1.543 1.362
C -1.465 2.797 0.841
S 0.078 3.176 0.279
C -2.674 3.567 0.784
C -2.903 4.804 0.150
C -4.213 5.278 0.065
C -5.279 4.546 0.625
C -5.047 3.320 1.276
C -3.746 2.847 1.334
H -2.049 5.343 -0.266
H -4.418 6.217 -0.450
H -6.302 4.919 0.549
H -5.841 2.721 1.727

6.
DFT (the ωB97M-V functional and the def2-TZVPD basis) results for a cluster of 2 separate species, C24H33N3O6S in total in a non-equilibrium geometry.

Output
highest occupied orbital energy = -0.3341 Eh
total charge = 0
multiplicity = 1
gap between HOMO and LUMO = 0.34225 hartree
SMILES = CS(=O)(=O)NCc1cccc(-c2cccc(C(=O)O)c2)c1.CC[C@H](C)[C@H](NC(C)=O)C(=O)NC

CARTESIAN COORDINATES (ANGSTROEM)
C -3.952 5.370 -0.891
S -2.379 5.790 -0.145
O -2.270 5.275 1.220
O -2.115 7.225 -0.261
N -1.237 5.024 -1.134
C -1.035 3.586 -0.944
C 0.029 3.348 0.099
C 1.323 3.868 -0.066
C 2.304 3.642 0.903
C 2.009 2.878 2.036
C 0.734 2.322 2.204
C 0.434 1.490 3.372
C -0.036 0.180 3.211
C -0.321 -0.614 4.324
C -0.150 -0.099 5.611
C 0.315 1.214 5.805
C 0.475 1.764 7.167
O 0.885 2.904 7.304
O 0.158 0.975 8.219
C 0.612 1.993 4.669
C -0.250 2.574 1.237
H -4.110 4.295 -0.826
H -3.947 5.683 -1.936
H -4.746 5.891 -0.356
H -0.374 5.528 -0.976
H -0.704 3.141 -1.888
H -1.973 3.092 -0.665
H 1.572 4.453 -0.947
H 3.299 4.059 0.778
H 2.778 2.700 2.782
H -0.167 -0.229 2.217
H -0.681 -1.630 4.189
H -0.387 -0.727 6.467
H 0.330 1.530 8.994
H 0.966 3.014 4.790
H -1.247 2.169 1.386
C -0.428 -0.213 -0.910
C 0.692 -1.138 -1.391
C 0.251 -2.623 -1.459
C 0.324 -3.213 -0.035
C 1.109 -3.451 -2.458
N 1.226 -2.794 -3.777
C 0.365 -2.734 -4.796
C -0.970 -3.450 -4.760
O 0.664 -2.084 -5.784
C 0.711 -4.932 -2.600
O -0.384 -5.344 -2.230
N 1.589 -5.718 -3.238
C 1.369 -7.134 -3.527
H -1.283 -0.289 -1.582
H -0.741 -0.467 0.099
H -0.061 0.810 -0.930
H 1.561 -1.032 -0.740
H 0.976 -0.770 -2.375
H -0.787 -2.657 -1.787
H -0.293 -2.633 0.650
H -0.053 -4.235 -0.022
H 1.353 -3.213 0.326
H 2.114 -3.463 -2.037
H 2.065 -2.258 -3.942
H -1.487 -3.247 -3.827
H -0.813 -4.521 -4.871
H -1.581 -3.092 -5.587
H 2.443 -5.295 -3.567
H 1.510 -7.722 -2.618
H 0.349 -7.286 -3.886
H 2.069 -7.476 -4.291

7.
DFT (the ωB97M-V functional and the def2-TZVPD basis) results for the ion C24H33N4O3S2 with charge +1 in a non-equilibrium geometry.

Output
highest occupied orbital energy = -0.4270 Eh
total charge = +1
multiplicity = 1
gap between HOMO and LUMO = 0.31269 hartree

CARTESIAN COORDINATES (ANGSTROEM)
C 2.613 0.388 -8.559
H 2.480 0.799 -9.556
H 3.642 0.050 -8.470
C 2.284 1.445 -7.510
C 2.307 0.909 -6.078
H 1.939 1.680 -5.401
H 1.653 0.037 -5.999
C 3.709 0.514 -5.621
N 3.667 0.013 -4.248
S 3.860 1.209 -3.094
O 3.140 2.378 -3.497
O 5.222 1.349 -2.673
C 2.931 0.489 -1.722
C 3.576 0.115 -0.559
C 2.837 -0.380 0.502
C 1.449 -0.457 0.399
C 0.810 -0.093 -0.789
C 1.559 0.375 -1.852
H 1.100 0.666 -2.783
H -0.260 -0.202 -0.886
C 0.700 -1.019 1.543
O 0.970 -2.087 2.048
N -0.365 -0.280 2.062
C -1.070 -0.862 3.077
N -2.144 -0.300 3.605
C -2.709 -1.039 4.620
C -3.842 -0.721 5.361
C -4.243 -1.602 6.341
C -3.547 -2.792 6.603
C -2.420 -3.102 5.857
C -2.006 -2.223 4.869
S -0.634 -2.368 3.779
H -1.870 -4.011 6.039
C -4.029 -3.703 7.682
H -5.056 -4.006 7.489
H -4.014 -3.189 8.642
H -3.409 -4.592 7.754
H -5.118 -1.376 6.930
H -4.384 0.191 5.170
C -0.590 1.130 1.751
H 0.217 1.444 1.089
C -1.944 1.419 1.085
N -3.004 1.645 2.073
C -4.323 1.325 1.538
H -4.581 1.950 0.678
H -5.070 1.483 2.313
H -4.354 0.279 1.235
C -2.982 3.007 2.596
H -2.000 3.242 3.000
H -3.713 3.092 3.398
H -3.225 3.742 1.823
H -2.594 0.569 3.148
H -1.836 2.290 0.426
H -2.225 0.564 0.466
H -0.505 1.698 2.682
H 3.320 -0.692 1.414
H 4.648 0.221 -0.502
C 4.523 -1.118 -3.960
H 5.583 -0.871 -4.072
H 4.264 -1.940 -4.625
H 4.344 -1.424 -2.931
H 4.106 -0.279 -6.256
H 4.378 1.379 -5.687
H 1.286 1.840 -7.711
H 2.989 2.274 -7.593
H 1.955 -0.472 -8.454

Number 1: molecular weight 675.187 g mol⁻¹. Number 2: molecular weight 657.473 g mol⁻¹. Number 3: molecular weight 832.189 g mol⁻¹. Number 4: molecular weight 575.749 g mol⁻¹. Number 5: molecular weight 680.528 g mol⁻¹. Number 6: molecular weight 491.610 g mol⁻¹. Number 7: molecular weight 489.687 g mol⁻¹.